Computed, not measured: a structure of composition C36H62HgN3O5S7Si, with wB97M-V/def2-TZVPD.

Element x y z (Å)
Hg 0.12984 -1.59931 -1.14134
C 1.28555 -4.35280 2.36814
C 2.37721 -4.89993 1.44925
S 2.23969 -4.37389 -0.28390
C 3.92997 -3.80114 -0.58168
C 4.42316 -2.62694 0.26852
S 3.31982 -1.19568 0.20155
C 3.06036 -0.77977 1.94385
C 2.55576 -1.89769 2.85098
S 0.95863 -2.57709 2.31586
H 1.51686 -4.64074 3.39762
H 0.32618 -4.79461 2.09903
H 2.32415 -5.99033 1.47574
H 3.36710 -4.60984 1.80295
H 3.92540 -3.52012 -1.63716
H 4.61514 -4.64510 -0.46229
H 5.40382 -2.32027 -0.10358
H 4.54744 -2.92631 1.30882
H 2.30907 0.01377 1.87875
H 3.97846 -0.35231 2.35482
H 2.43078 -1.48068 3.85309
H 3.26964 -2.71934 2.92379
O -2.86462 0.48785 -0.21185
H -1.99681 0.73953 0.14610
H -2.79072 -0.46543 -0.33910
S -5.24942 -7.37533 -2.98648
C -4.53649 -6.24038 -1.96386
S -3.09970 -6.61061 -1.08920
C -3.04264 -5.00726 -0.37388
N -4.03625 -4.27297 -0.78509
N -4.86783 -4.96704 -1.66500
C -5.96266 -4.19164 -2.15568
C -7.07288 -4.76433 -2.76816
C -8.10007 -3.95119 -3.23048
C -8.04620 -2.57514 -3.08357
C -6.94584 -2.01147 -2.45058
C -5.91296 -2.80628 -1.98631
S -1.80365 -4.58175 0.71262
H -7.13373 -5.83294 -2.88251
H -8.95233 -4.41361 -3.71421
H -8.84911 -1.94947 -3.45361
H -6.88061 -0.93898 -2.31670
H -5.06291 -2.37015 -1.48743
C -1.34056 2.27920 -2.60531
O -0.22560 1.51265 -2.21011
H -1.65451 1.91372 -3.58499
H -1.09198 3.34381 -2.70172
H -2.18071 2.16744 -1.91528
H 0.00351 1.70013 -1.28030
C -0.71120 6.57694 1.97348
C -1.21573 5.33846 1.23383
C -2.72135 5.43640 1.01406
C -0.50556 5.20493 -0.11220
O -1.01050 4.19416 2.04497
Si 0.32259 3.22770 2.25170
S 0.48686 1.70225 0.90493
O 1.58405 4.31521 2.26428
C 2.91648 4.18936 2.73541
C 3.78697 5.00289 1.78336
C 2.96960 4.77206 4.14652
C 3.39747 2.73961 2.75035
O 0.25164 2.75099 3.84470
C -0.56112 1.75349 4.46123
C -1.94904 1.68613 3.82792
C 0.13617 0.40325 4.34478
C -0.67861 2.16136 5.92587
H -0.86519 7.47511 1.36877
H 0.35197 6.46512 2.18565
H -1.24320 6.68811 2.92108
H -2.97040 6.31730 0.41704
H -3.23290 5.50287 1.97642
H -3.07849 4.54402 0.49763
H -0.80186 6.01786 -0.78016
H -0.75957 4.24988 -0.57157
H 0.57724 5.23082 0.02171
H 3.41362 6.02769 1.72590
H 3.74277 4.56607 0.78434
H 4.82679 5.02024 2.11951
H 2.73367 5.83865 4.12453
H 3.95977 4.63544 4.59015
H 2.22708 4.26668 4.76568
H 3.27727 2.29422 1.76231
H 2.81260 2.14799 3.45748
H 4.45166 2.70193 3.03853
H -1.89059 1.27567 2.81856
H -2.37656 2.68769 3.75794
H -2.60608 1.05068 4.42537
H 0.27418 0.15579 3.29206
H -0.45520 -0.38692 4.81297
H 1.11614 0.44850 4.82990
H -1.14563 3.14573 6.00008
H 0.31426 2.21821 6.37799
H -1.28062 1.43849 6.48091
C 3.63463 -0.70257 -5.25505
N 2.84190 0.05712 -4.31617
C 3.26994 -0.17338 -2.95237
C 1.39444 -0.11849 -4.48580
C 0.91206 -1.55384 -4.48908
C 0.75938 -2.19791 -5.72168
C 0.41333 -3.53800 -5.81196
C 0.21389 -4.27219 -4.65278
C 0.33270 -3.64608 -3.41566
C 0.68034 -2.30026 -3.33239
H 4.68228 -0.40197 -5.16538
H 3.30518 -0.49293 -6.27609
H 3.57786 -1.79289 -5.09973
H 4.32124 0.10845 -2.84496
H 3.15940 -1.22430 -2.64104
H 2.67890 0.43736 -2.26960
H 1.12842 0.33988 -5.44489
H 0.90486 0.43835 -3.68875
H 0.90809 -1.62141 -6.63150
H 0.31052 -4.00934 -6.78279
H -0.05275 -5.32195 -4.70569
H 0.15518 -4.22094 -2.51273

Force components x, y, z for each atom (eV/Å):
0.2020 0.0765 -0.4226
0.0372 0.1042 -0.0028
-0.0661 0.0195 -0.0777
-0.0142 -0.0337 0.0282
-0.0641 0.0045 0.0591
-0.0505 0.0093 -0.0857
-0.0744 0.1928 0.0686
0.0239 -0.1889 -0.0507
-0.1206 0.0431 -0.0294
-0.0014 0.0135 -0.0507
-0.0372 -0.0810 -0.0120
0.0108 -0.0457 0.0419
0.0485 -0.0032 0.0658
-0.0019 -0.0246 0.0301
0.0183 -0.0032 0.0027
0.0632 0.0371 -0.0712
0.0458 -0.0844 0.0500
0.0249 -0.0053 -0.0045
0.0538 0.0496 0.0368
-0.0290 0.0172 0.0548
0.0679 -0.0222 0.0203
0.0359 0.0304 0.0224
0.0554 -0.0041 0.0994
-0.0052 0.0231 -0.0039
0.0535 0.0019 0.0341
0.0732 0.0872 0.0749
-0.1216 -0.0535 -0.1562
0.1429 -0.1948 0.0233
0.0426 0.1161 0.0719
0.0156 -0.0459 0.0620
-0.0660 0.1200 0.0476
0.0417 -0.0198 0.0060
-0.0759 -0.0137 0.0217
0.0078 -0.0082 0.0043
0.0339 -0.0093 0.0120
-0.0237 -0.0018 -0.0202
0.0602 0.0101 -0.0317
-0.1409 0.0064 -0.2108
0.0219 0.0066 -0.0206
-0.0042 -0.0039 0.0124
-0.0010 0.0025 0.0055
0.0029 -0.0038 0.0050
0.0079 0.0084 -0.0125
-0.0073 0.0189 0.0418
0.1012 0.0009 -0.1044
-0.0059 0.0002 -0.0013
0.0037 -0.0012 -0.0132
0.0048 -0.0181 0.0043
-0.1019 0.1060 0.0494
0.0343 -0.0306 0.0419
0.0021 0.0262 -0.1106
-0.0339 -0.0564 0.0013
0.0500 -0.0678 0.0402
0.0701 0.0793 0.1188
-0.0009 0.0164 0.0290
-0.0663 -0.1256 -0.0247
0.0047 0.0174 -0.0246
0.0256 -0.0503 0.0275
-0.0390 0.0242 -0.0408
-0.0409 -0.0149 0.0320
-0.0590 -0.0122 -0.0491
-0.0617 0.0398 -0.0373
-0.0185 -0.0756 0.0071
0.0434 0.0752 -0.0854
0.0417 -0.0006 -0.0066
0.0233 0.0825 0.0071
-0.0192 0.0036 0.0168
-0.0006 0.0099 -0.0109
-0.0112 0.0094 -0.0101
-0.0058 0.0005 0.0080
0.0019 0.0016 -0.0036
0.0042 0.0056 -0.0023
0.0136 0.0038 0.0011
-0.0349 0.0255 -0.0174
-0.0050 -0.0024 -0.0036
0.0148 0.0026 0.0156
0.0164 -0.0015 0.0040
-0.0016 0.0032 -0.0019
-0.0073 -0.0057 -0.0010
0.0070 0.0324 -0.0116
0.0225 -0.0099 0.0068
0.0219 0.0030 0.0014
0.0093 0.0023 0.0028
-0.0075 -0.0055 0.0206
-0.0099 0.0015 0.0065
-0.0242 -0.0125 0.0533
0.0044 -0.0216 -0.0181
-0.0213 -0.0073 0.0036
0.0110 -0.0035 -0.0006
-0.0082 0.0008 0.0032
-0.0166 -0.0140 0.0037
-0.0036 -0.0034 -0.0002
0.0143 -0.0035 0.0068
0.0080 0.0155 -0.0058
-0.0154 0.0324 0.0055
0.0174 -0.0120 -0.0144
-0.0410 -0.0126 0.0160
0.0703 -0.2687 -0.1425
0.0191 0.0657 0.0128
0.0528 -0.0153 -0.0116
0.0082 -0.0487 0.0657
0.1253 -0.0394 -0.2561
-0.3150 0.0885 0.6806
-0.0017 -0.0027 0.0002
-0.0030 -0.0113 0.0034
-0.0075 0.0011 -0.0084
-0.0003 -0.0025 0.0060
0.0040 -0.0022 -0.0094
-0.0056 -0.0149 0.0087
-0.0360 0.0060 0.0100
-0.0135 0.0373 -0.0157
0.0351 -0.0219 -0.0024
-0.0412 0.0162 -0.0062
-0.0166 0.0066 -0.0032
-0.0713 0.0050 -0.0067

**E_LUMO (alpha / beta)**: 3.7 / 3.7 eV
**2S+1**: 2
**HOMO-LUMO gap (alpha / beta)**: 0.202 / 0.234 Ha
**Charge**: -2
**Energy**: -140951.6983 eV